A cluster of 9 separate species, C34H68BrClNO24PS2 in total. Source: the Open Molecules 2025 dataset; level of theory: ωB97M-V with the def2-TZVPD basis set.

Output
charge	0
maximum force	8.4	eV Å⁻¹
E_HOMO	-8.638	eV
E	-7368.655191	Eh
frontier orbital gap	8.5	eV
SMILES	CCSC[PH](C[C@@H](C)Cl)(N=C=S)[C@@H](Br)CC.COC(=O)OC.COC(=O)OC.COC(=O)OC.COC(=O)OC.COC(=O)OC.COC(=O)OC.COC(=O)OC.COC(=O)OC

Cartesian coordinates (Å):
C -5.583 -2.980 0.852
C -3.988 -2.977 1.014
S -3.184 -1.307 0.998
C -4.401 0.043 0.544
P -3.868 1.786 1.032
C -5.285 3.065 1.298
C -6.759 2.416 1.143
C -7.859 3.498 1.663
Cl -7.150 2.092 -0.633
N -3.902 2.252 -0.723
C -2.861 3.003 -0.931
S -1.487 3.954 -1.077
C -3.691 1.419 2.889
Br -5.093 0.227 3.672
C -2.175 1.000 3.343
C -1.327 2.334 3.776
H -5.995 -4.018 1.146
H -5.966 -2.722 -0.193
H -6.043 -2.199 1.572
H -3.767 -3.435 2.056
H -3.552 -3.727 0.258
H -5.496 -0.223 0.814
H -4.409 0.030 -0.617
H -2.459 2.154 1.031
H -5.152 3.703 2.234
H -5.183 3.796 0.404
H -6.898 1.433 1.702
H -8.873 2.943 1.583
H -7.730 3.736 2.780
H -7.920 4.426 1.003
H -3.849 2.433 3.433
H -1.577 0.525 2.492
H -2.220 0.310 4.272
H -1.901 3.307 3.557
H -0.997 2.281 4.875
H -0.383 2.383 3.105
C 0.888 10.719 -0.459
O -0.358 10.204 -0.923
C -0.404 8.863 -1.006
O 0.494 8.104 -0.729
O -1.622 8.515 -1.452
C -1.813 7.107 -1.590
H 0.810 11.807 -0.432
H 1.101 10.363 0.552
H 1.696 10.448 -1.142
H -1.708 6.608 -0.626
H -1.112 6.693 -2.319
H -2.827 6.941 -1.955
C 1.441 -6.495 0.016
O 0.544 -5.485 0.473
C 0.967 -4.227 0.248
O 2.003 -3.912 -0.286
O 0.036 -3.385 0.723
C 0.355 -2.003 0.553
H 0.999 -7.465 0.249
H 1.578 -6.429 -1.066
H 2.401 -6.421 0.532
H 0.449 -1.757 -0.507
H 1.270 -1.750 1.092
H -0.465 -1.417 0.970
C -2.691 -5.090 -4.027
O -3.591 -4.081 -3.572
C -3.169 -2.824 -3.798
O -2.133 -2.509 -4.333
O -4.102 -1.981 -3.325
C -3.786 -0.600 -3.497
H -3.132 -6.060 -3.793
H -2.554 -5.025 -5.109
H -1.732 -5.013 -3.510
H -3.692 -0.355 -4.558
H -2.870 -0.345 -2.959
H -4.605 -0.013 -3.079
C 3.878 -4.570 2.182
O 4.368 -4.281 3.491
C 3.744 -3.256 4.097
O 2.844 -2.599 3.632
O 4.300 -3.091 5.312
C 3.734 -2.029 6.076
H 4.450 -5.411 1.788
H 2.825 -4.858 2.221
H 4.021 -3.715 1.519
H 2.675 -2.215 6.270
H 3.871 -1.073 5.566
H 4.255 -1.987 7.033
C 2.354 1.175 -6.547
O 2.878 1.478 -5.254
C 2.277 2.512 -4.644
O 1.368 3.169 -5.091
O 2.862 2.686 -3.445
C 2.316 3.758 -2.679
H 2.911 0.326 -6.945
H 1.300 0.895 -6.478
H 2.485 2.023 -7.224
H 1.262 3.574 -2.460
H 2.444 4.710 -3.200
H 2.861 3.808 -1.735
C 5.545 2.425 -2.190
O 6.067 2.639 -0.878
C 6.951 3.647 -0.794
O 7.315 4.350 -1.706
O 7.360 3.738 0.484
C 8.309 4.775 0.723
H 4.844 1.591 -2.140
H 5.005 3.308 -2.537
H 6.345 2.163 -2.885
H 7.878 5.752 0.491
H 9.219 4.606 0.143
H 8.566 4.755 1.783
C 0.817 -4.991 6.770
O 1.038 -4.426 8.061
C -0.088 -4.102 8.721
O -1.215 -4.249 8.315
O 0.261 -3.585 9.912
C -0.843 -3.193 10.725
H 1.791 -5.214 6.330
H 0.253 -5.924 6.847
H 0.301 -4.280 6.121
H -1.473 -4.054 10.961
H -1.426 -2.411 10.234
H -0.444 -2.792 11.658
C 1.317 -3.514 -5.902
O 1.995 -4.323 -6.863
C 2.972 -3.685 -7.530
O 3.298 -2.533 -7.378
O 3.523 -4.555 -8.394
C 4.584 -4.009 -9.177
H 0.552 -4.129 -5.427
H 2.009 -3.167 -5.132
H 0.825 -2.668 -6.388
H 5.407 -3.683 -8.536
H 4.223 -3.183 -9.793
H 4.951 -4.797 -9.836